# C2H3NO2

An isolated molecule of C2H3NO2 at a distorted geometry (ωB97M-V/def2-TZVPD, OMol25).

Calculated total energy, Ha: -283.1399
Orbital gap, eV: 10.8073
2S+1: 1
ΔE to the lowest compared entry with this formula, charge and spin, kcal/mol: 74.14

Last column: Löwdin charge in e.
CARTESIAN COORDINATES (ANGSTROEM)
C 0.337 -0.342 0.605  -0.461
C -0.872 0.347 -0.015  -0.085
N 0.973 -0.327 -0.615  0.153
O 0.646 -0.730 1.701  0.092
O -0.181 0.415 -1.264  -0.048
H -1.677 -0.247 -0.045  0.084
H -1.130 1.193 0.589  0.129
H 1.904 -0.310 -0.954  0.135


# C2H3NO2

A structure of composition C2H3NO2 at a distorted geometry (ωB97M-V/def2-TZVPD, OMol25).

Calculated total energy, Ha: -283.0984
Orbital gap (alpha / beta), eV: 8.8516 / 8.8490
2S+1: 1
ΔE to the lowest compared entry with this formula, charge and spin, kcal/mol: 100.17

Last column: Löwdin charge in e.
CARTESIAN COORDINATES (ANGSTROEM)
C -0.694 -1.061 -0.054  0.114
C 1.044 0.650 -0.052  -0.223
N -0.345 0.207 -0.053  -0.323
O -1.124 1.230 0.073  -0.124
O 1.951 -0.124 0.071  0.092
H -1.816 -1.219 0.009  0.126
H 0.127 -1.763 -0.013  0.085
H 0.860 2.080 0.020  0.253


- What is the calculated total energy in the first record?
  -283.1399 Ha


- Number 1 is which compound?
  C2H3NO2